[1]
{"formula": "C30H25BrI2N7NaO5", "method": "the ωB97M-V functional and the def2-TZVPD basis", "total_charge": -2, "lumo_ev": 3.7, "homo_energy_ev": -0.9929, "gap_ev": 4.71, "species": ["I", "I", "Br", "Na", "O", "O", "O", "O", "O", "N", "N", "N", "N", "N", "N", "N", "C", "C", "C", "C", "C", "C", "C", "C", "C", "C", "C", "C", "C", "C", "C", "C", "C", "C", "C", "C", "C", "C", "C", "C", "C", "C", "C", "C", "C", "C", "H", "H", "H", "H", "H", "H", "H", "H", "H", "H", "H", "H", "H", "H", "H", "H", "H", "H", "H", "H", "H", "H", "H", "H", "H"], "positions_angstrom": [[-2.67, -0.90, -2.56], [-5.12, -2.37, -1.68], [5.94, 2.73, -1.32], [0.00, -0.43, -0.30], [0.27, -1.48, -1.92], [3.44, -1.76, -0.33], [-0.75, -2.18, 0.66], [1.80, -0.42, 0.43], [1.33, -3.16, -2.95], [-1.88, 1.57, -1.05], [1.47, 1.61, -2.06], [-1.92, 3.70, -0.76], [-2.16, 0.10, 1.88], [-1.55, 3.56, -2.05], [-1.19, 0.24, -3.50], [0.25, 1.71, -5.36], [-1.08, 1.57, -3.38], [0.44, 1.27, 4.15], [3.75, 0.94, -1.75], [-1.68, 0.63, 3.02], [1.44, 2.32, 1.80], [-3.70, -0.02, 4.17], [-3.35, -0.50, 1.88], [-0.71, -3.38, -0.12], [-0.47, -0.36, -4.46], [-1.54, 2.24, -2.18], [2.21, 2.35, 2.95], [4.11, 2.26, -1.61], [-0.34, 1.24, 2.97], [-0.91, -4.47, 0.95], [0.27, 0.37, -5.35], [-4.16, -0.59, 3.00], [2.32, -1.54, 0.19], [2.41, 0.67, -2.00], [1.50, -2.80, 0.58], [3.16, 3.27, -1.69], [0.15, 1.77, 1.76], [1.70, 1.82, 4.14], [1.85, 2.88, -1.90], [0.82, -2.62, -1.95], [0.75, -3.43, -0.63], [-2.09, 2.50, -0.17], [-2.46, 0.59, 4.19], [-0.17, -3.83, 2.16], [-0.41, 2.28, -4.38], [0.33, -2.51, 1.54], [3.43, 4.31, -1.59], [-2.09, 1.06, 5.10], [0.06, 0.83, 5.07], [-1.97, -4.61, 1.15], [1.87, 2.73, 0.89], [-2.36, 2.35, 0.86], [-1.97, 4.62, -0.36], [-5.12, -1.09, 2.94], [-4.31, -0.03, 5.07], [1.08, -4.44, -0.86], [3.22, 2.76, 2.94], [0.52, -1.71, 2.25], [2.30, 1.83, 5.05], [-0.39, 3.37, -4.33], [4.44, 0.11, -1.65], [2.10, -0.34, -2.18], [0.65, -4.45, 2.54], [-0.51, -1.44, -4.48], [2.21, -3.51, 1.01], [1.06, 3.62, -1.95], [-3.66, -0.92, 0.92], [-1.47, -3.36, -0.89], [0.86, -0.11, -6.12], [-0.86, -3.62, 2.98], [-0.47, -5.42, 0.64]], "lowdin_charge": [0.880, -0.342, 0.672, 0.165, -0.187, -0.012, -0.115, -0.059, -0.013, 0.084, 0.115, 0.034, 0.122, 0.105, -0.346, 0.094, -0.215, -0.094, -0.078, -0.244, -0.161, -0.106, -0.133, -0.256, -0.135, -0.371, -0.129, -0.671, -0.245, -0.096, -0.097, -0.088, -0.626, -0.097, -0.090, -0.133, -0.051, -0.145, -0.151, -0.621, -0.091, -0.152, -0.040, -0.099, -0.096, -0.248, 0.090, 0.092, 0.082, 0.106, 0.054, 0.102, 0.143, 0.089, 0.089, 0.141, 0.080, 0.159, 0.075, 0.111, 0.102, 0.100, 0.104, 0.104, 0.142, 0.094, 0.060, 0.127, 0.108, 0.105, 0.105]}

[2]
{"formula": "C34H64FIN9O13", "method": "the ωB97M-V functional and the def2-TZVPD basis", "total_charge": 1, "lumo_ev": -5.0, "homo_energy_ev": -10.1349, "gap_ev": 5.11, "species": ["I", "F", "O", "O", "O", "O", "O", "O", "O", "O", "O", "O", "O", "O", "O", "N", "N", "N", "N", "N", "N", "N", "N", "N", "C", "C", "C", "C", "C", "C", "C", "C", "C", "C", "C", "C", "C", "C", "C", "C", "C", "C", "C", "C", "C", "C", "C", "C", "C", "C", "C", "C", "C", "C", "C", "C", "C", "C", "H", "H", "H", "H", "H", "H", "H", "H", "H", "H", "H", "H", "H", "H", "H", "H", "H", "H", "H", "H", "H", "H", "H", "H", "H", "H", "H", "H", "H", "H", "H", "H", "H", "H", "H", "H", "H", "H", "H", "H", "H", "H", "H", "H", "H", "H", "H", "H", "H", "H", "H", "H", "H", "H", "H", "H", "H", "H", "H", "H", "H", "H", "H", "H"], "positions_angstrom": [[0.54, 0.03, -1.75], [-4.13, -0.27, -3.79], [4.22, -4.22, 2.79], [1.68, -0.61, 5.80], [3.13, 2.62, 7.71], [3.20, -8.31, -2.29], [-8.60, 2.22, -4.60], [-4.34, 6.57, -2.07], [-1.41, -4.14, -4.06], [-6.98, 3.31, -3.68], [-0.31, -0.95, 2.67], [-3.45, 7.19, -4.06], [1.79, 4.46, -3.08], [-2.96, 4.36, -0.25], [-3.25, 2.36, 0.65], [3.82, -0.36, 6.42], [3.82, -4.98, 0.72], [3.30, 3.01, -2.29], [-1.03, -0.56, 4.75], [-5.49, 1.51, -3.65], [-8.21, 2.49, -3.56], [4.06, 4.00, 6.21], [-3.26, -5.27, -4.62], [1.23, -7.72, -3.18], [3.97, 3.47, 7.45], [-4.13, 2.54, -1.50], [-1.27, 1.03, -2.37], [-2.37, 0.24, 2.86], [4.61, 2.41, -2.10], [2.83, -1.04, 5.80], [4.06, 4.79, -3.79], [5.22, -0.72, 6.51], [-2.52, 0.54, -1.57], [-3.40, 3.10, -0.29], [-1.16, -0.47, 3.41], [3.17, -2.33, 5.11], [2.96, 4.08, -3.03], [-5.29, 5.65, -2.62], [-1.92, -0.07, 5.78], [-4.44, 0.85, -3.16], [-2.61, -4.28, -3.95], [0.32, -7.29, -4.21], [-4.67, -5.60, -4.61], [1.93, -4.20, 2.06], [-1.85, 6.39, -2.54], [3.41, -4.46, 1.90], [-3.45, -3.37, -3.07], [-5.75, 4.58, -1.56], [-5.92, 2.68, -3.15], [-3.72, 1.31, -2.09], [3.23, -7.70, -4.60], [4.94, 3.97, 8.49], [4.98, 5.01, 5.72], [-1.01, 2.55, -2.25], [-5.23, 3.22, -2.06], [-3.28, 6.74, -2.96], [3.02, -5.32, -0.44], [2.57, -7.94, -3.27], [-5.23, -4.93, -3.97], [-0.10, 2.85, -2.80], [4.41, 5.86, 5.35], [-3.94, -3.95, -2.28], [-2.41, 4.49, 0.54], [4.86, 2.43, -1.04], [-2.39, 0.59, -0.48], [2.80, -8.37, -5.36], [1.74, -3.78, 3.05], [-1.22, 7.29, -2.64], [-2.80, -2.64, -2.60], [-1.44, 5.60, -3.18], [3.90, -2.15, 4.32], [4.75, 3.46, 9.43], [-1.83, 3.16, -2.67], [-2.65, -0.52, -1.86], [2.51, 2.60, -1.81], [5.82, 0.07, 6.07], [3.15, -6.38, -0.66], [3.63, 5.62, -4.34], [-5.05, -5.53, -5.63], [-5.98, 1.13, -4.47], [5.43, -1.66, 6.01], [1.97, -5.11, -0.28], [-2.39, 1.27, 3.19], [-2.64, -5.84, -5.18], [-0.90, 2.86, -1.20], [3.11, -6.66, -4.91], [-1.37, 0.63, 6.41], [4.29, -7.92, -4.52], [-4.19, -2.85, -3.67], [1.59, -3.47, 1.32], [-2.78, 0.44, 5.35], [5.66, 5.34, 6.49], [5.97, 3.76, 8.19], [-6.85, 4.57, -1.48], [-2.32, 0.22, 1.77], [-5.30, 4.75, -0.58], [4.52, 4.11, -4.51], [5.56, 4.59, 4.89], [-2.26, -0.91, 6.39], [2.28, -2.75, 4.66], [4.82, -5.14, 0.68], [-1.80, 6.13, -1.47], [1.37, -5.13, 1.96], [-4.80, -6.62, -4.26], [-0.18, -1.05, 5.04], [3.51, 0.50, 6.86], [5.37, 2.93, -2.65], [4.81, 5.04, 8.65], [3.38, -4.74, -1.29], [5.49, -0.81, 7.57], [0.86, -7.90, -2.26], [4.81, 5.17, -3.10], [3.38, 3.62, 5.56], [-3.28, -0.27, 3.17], [-4.77, 5.13, -3.45], [-6.15, 6.15, -3.09], [3.57, -3.05, 5.83], [-0.16, -6.35, -3.90], [-0.46, -8.05, -4.35], [4.57, 1.37, -2.43], [0.83, -7.13, -5.16], [-1.47, 0.83, -3.43]], "lowdin_charge": [0.908, 0.177, 0.019, 0.013, 0.023, 0.020, 0.188, -0.019, 0.031, 0.006, 0.004, 0.130, 0.003, 0.135, 0.146, 0.020, 0.009, 0.008, 0.015, 0.272, 0.091, 0.007, 0.011, 0.010, -0.549, 0.056, -0.752, -0.018, -0.065, -0.524, -0.007, -0.070, -0.160, -0.457, -0.554, -0.005, -0.546, -0.137, -0.069, -0.205, -0.548, -0.075, -0.070, 0.002, 0.031, -0.540, -0.008, -0.035, -0.249, -0.041, -0.009, -0.008, -0.076, -0.177, -0.041, -0.482, -0.071, -0.556, 0.071, 0.056, 0.083, 0.092, 0.163, 0.086, 0.099, 0.085, 0.054, 0.100, 0.063, 0.088, 0.082, 0.084, 0.073, 0.097, 0.081, 0.080, 0.068, 0.083, 0.085, 0.202, 0.075, 0.071, 0.081, 0.138, 0.083, 0.084, 0.087, 0.084, 0.069, 0.086, 0.068, 0.073, 0.085, 0.129, 0.045, 0.121, 0.088, 0.083, 0.084, 0.057, 0.140, 0.063, 0.088, 0.087, 0.103, 0.107, 0.076, 0.086, 0.084, 0.084, 0.139, 0.087, 0.141, 0.087, 0.125, 0.138, 0.096, 0.061, 0.081, 0.084, 0.076, 0.088]}

[3]
{"formula": "C36H54FN10OP2", "method": "the ωB97M-V functional and the def2-TZVPD basis", "total_charge": 1, "lumo_ev": -4.2, "homo_energy_ev": -9.1528, "e_above_lowest_ev": 3.762, "gap_ev": 4.94, "species": ["P", "P", "F", "O", "N", "N", "N", "N", "N", "N", "N", "N", "N", "N", "C", "C", "C", "C", "C", "C", "C", "C", "C", "C", "C", "C", "C", "C", "C", "C", "C", "C", "C", "C", "C", "C", "C", "C", "C", "C", "C", "C", "C", "C", "C", "C", "C", "C", "C", "C", "H", "H", "H", "H", "H", "H", "H", "H", "H", "H", "H", "H", "H", "H", "H", "H", "H", "H", "H", "H", "H", "H", "H", "H", "H", "H", "H", "H", "H", "H", "H", "H", "H", "H", "H", "H", "H", "H", "H", "H", "H", "H", "H", "H", "H", "H", "H", "H", "H", "H", "H", "H", "H", "H"], "positions_angstrom": [[2.60, -2.35, -1.32], [4.26, -3.67, -0.66], [7.73, -1.67, 0.86], [2.99, -0.71, -0.78], [8.07, 4.19, -0.58], [-2.35, -0.26, -0.87], [-3.96, 1.73, 3.65], [-7.70, -2.15, -1.63], [8.17, 1.97, -4.31], [-4.32, -2.19, 4.18], [-8.72, 1.17, 0.72], [4.97, -4.36, -2.15], [3.02, 2.88, -1.44], [3.65, -5.08, 0.30], [6.58, 0.70, -3.39], [2.45, 4.13, -1.41], [-2.98, -1.23, -1.60], [-10.83, 0.63, 1.16], [-10.66, 2.02, 1.39], [0.94, -2.88, -0.53], [-4.28, -3.48, 3.70], [-8.85, -4.05, -1.62], [7.55, 1.00, -2.40], [4.30, 2.98, -1.91], [-3.96, -1.10, 0.42], [-9.01, -1.82, -1.87], [-9.35, 2.32, 1.11], [8.52, 1.78, -3.00], [8.19, 4.58, 0.73], [6.99, 1.31, -4.56], [-3.40, 2.93, 4.01], [-7.60, -3.51, -1.48], [8.70, 5.86, 0.76], [-3.99, -1.77, -0.83], [-9.61, 0.13, 0.75], [-2.94, -0.17, 0.37], [-9.75, -2.99, -1.87], [-5.15, -3.50, 5.77], [7.82, -3.55, -0.81], [-4.94, 1.95, 2.72], [8.88, 6.26, -0.59], [-5.00, 3.30, 2.47], [6.91, -2.32, -0.23], [5.50, -2.76, 0.48], [4.56, 4.30, -2.19], [-4.84, -2.20, 5.44], [3.38, 5.03, -1.87], [-4.03, 3.92, 3.28], [-4.79, -4.31, 4.67], [8.48, 5.22, -1.39], [5.69, 0.11, -3.27], [-9.10, -5.11, -1.55], [8.69, 2.51, -4.99], [-4.01, -1.37, 3.67], [-11.41, 2.72, 1.72], [9.42, 2.22, -2.60], [4.21, -4.97, -2.58], [7.73, -4.55, -0.21], [0.27, -3.49, -1.30], [-9.31, -0.87, 0.48], [2.91, -0.16, -1.64], [7.72, 3.30, -0.89], [-2.67, -1.45, -2.62], [4.96, -1.75, 0.82], [6.54, 1.33, -5.55], [3.23, 6.10, -1.97], [8.92, 6.44, 1.64], [-5.67, 3.79, 1.77], [-6.64, -3.97, -1.29], [-5.51, 1.12, 2.31], [7.52, -3.73, -1.94], [5.15, -3.59, -2.83], [5.67, -3.37, 1.49], [8.95, -3.22, -0.80], [-4.96, -1.27, 5.99], [-4.90, -5.38, 4.59], [-4.66, -2.56, -1.13], [6.76, -1.45, -1.04], [2.74, -4.83, 0.76], [0.33, -1.90, -0.24], [-9.31, -0.79, -2.02], [-3.70, 0.83, 4.02], [-8.81, 3.26, 1.16], [-3.80, 4.98, 3.34], [-6.94, -1.50, -1.57], [-10.82, -3.06, -2.02], [8.46, 5.11, -2.47], [1.44, 4.27, -1.06], [-5.59, -3.82, 6.71], [-7.75, 1.09, 0.45], [-3.89, -3.69, 2.71], [1.04, -3.50, 0.46], [-11.74, 0.06, 1.29], [-4.61, -1.27, 1.26], [4.93, 2.10, -2.00], [-2.59, 0.54, 1.10], [9.27, 7.21, -0.93], [-1.57, 0.30, -1.18], [5.48, 4.70, -2.58], [4.31, -5.21, 1.12], [-2.61, 2.98, 4.74], [7.54, 0.68, -1.37], [2.57, 2.03, -1.15], [7.91, 3.91, 1.54]], "lowdin_charge": [0.780, 0.750, -0.117, -0.408, 0.002, -0.004, -0.004, 0.001, 0.029, -0.010, -0.002, -0.133, -0.014, -0.126, -0.152, -0.137, -0.141, -0.105, -0.111, -0.322, -0.151, -0.109, -0.140, -0.142, -0.114, -0.164, -0.146, -0.134, -0.139, -0.120, -0.138, -0.151, -0.111, -0.109, -0.152, -0.138, -0.104, -0.106, -0.077, -0.155, -0.111, -0.107, -0.302, -0.243, -0.097, -0.139, -0.097, -0.106, -0.109, -0.158, 0.077, 0.093, 0.158, 0.112, 0.093, 0.118, 0.085, 0.097, 0.084, 0.091, 0.053, 0.107, 0.108, 0.116, 0.114, 0.099, 0.093, 0.091, 0.092, 0.097, 0.080, 0.062, 0.131, 0.110, 0.107, 0.094, 0.079, 0.139, 0.034, 0.072, 0.110, 0.126, 0.101, 0.096, 0.130, 0.097, 0.099, 0.107, 0.097, 0.135, 0.098, 0.043, 0.094, 0.081, 0.072, 0.104, 0.094, 0.145, 0.090, 0.071, 0.107, 0.085, 0.118, 0.104]}

[4]
{"formula": "C2H8N2S2", "method": "the ωB97M-V functional and the def2-TZVPD basis", "lumo_ev": 0.6, "smiles": "[H]/N=C/N.CSS", "homo_energy_ev": -9.1073, "e_above_lowest_ev": 1.124, "gap_ev": 9.68, "species": ["S", "S", "N", "N", "C", "C", "H", "H", "H", "H", "H", "H", "H", "H"], "positions_angstrom": [[-0.10, 0.68, -3.97], [0.83, 1.78, -2.68], [0.64, -0.81, 1.89], [-1.15, -2.08, 2.48], [-0.04, 2.21, -1.04], [-0.07, -1.96, 1.85], [0.24, -2.76, 1.17], [0.21, -0.54, -3.53], [0.51, -0.07, 2.57], [0.58, 1.76, -0.28], [-1.70, -2.92, 2.61], [0.00, 3.29, -1.05], [1.13, -0.59, 1.05], [-1.10, 2.02, -1.08]], "lowdin_charge": [0.259, 0.270, 0.065, 0.049, -0.373, -0.415, 0.111, -0.201, 0.097, -0.001, 0.027, 0.012, 0.070, 0.030]}

no.,calculated total energy (eV)
1,-142845.993
2,-87135.662
3,-76440.768
4,-26853.320